ORCA calculation (the ωB97M-V functional and the def2-TZVPD basis) on C20H41CaFMg3O12PSV as an isolated structure at a distorted geometry.

Summary:
maximum force	6.37	eV/Å
E_LUMO	-8.97	eV
E_HOMO	-11.1	eV

```
! RIJCOSX wB97M-V def2-TZVPD def2/J DEFGRID3
* xyz 2 1
C 0.437 -2.807 0.546
C -1.067 -3.214 0.610
C -1.966 -2.540 -0.503
C -2.876 -1.393 0.038
C -2.318 0.058 -0.075
C -1.618 0.422 -1.417
C -0.077 0.169 -1.267
C 0.727 1.448 -1.670
C 1.729 1.751 -0.526
C 0.942 2.106 0.761
C -0.371 2.914 0.653
C -0.698 2.955 2.185
C 0.722 3.353 2.719
O 1.031 4.037 3.608
O 1.640 2.723 1.866
H 1.039 -3.649 0.944
H 0.799 -2.553 -0.463
H 0.597 -1.935 1.234
H -1.479 -2.975 1.604
H -1.097 -4.301 0.415
H -2.654 -3.348 -0.825
H -1.371 -2.278 -1.393
H -3.888 -1.468 -0.401
H -3.001 -1.594 1.124
H -1.661 0.353 0.773
H -3.178 0.747 0.002
H -1.737 1.517 -1.551
H -2.054 -0.052 -2.310
H 0.079 -0.110 -0.212
H 0.282 -0.669 -1.894
H 1.324 1.238 -2.574
H 0.028 2.280 -1.855
H 2.482 2.496 -0.850
H 2.301 0.825 -0.315
H 0.692 1.107 1.185
H -0.016 3.980 0.486
H -1.168 2.550 -0.013
H -1.528 3.683 2.351
H -0.874 1.944 2.598
O 3.346 -6.162 0.621
P 3.565 -4.905 1.438
O 2.420 -4.745 2.433
O 3.586 -3.672 0.495
O 4.916 -4.983 2.210
O -6.704 1.973 2.187
V -5.233 2.460 1.523
O -3.730 2.892 0.829
Mg 0.837 5.230 0.820
Ca 4.738 -3.493 3.985
F 1.747 -3.668 4.548
C -2.873 5.058 6.213
S -2.876 4.048 4.726
O -4.254 4.082 4.164
C -2.680 2.473 5.578
H -3.023 6.096 5.922
H -3.681 4.744 6.873
H -1.912 4.958 6.718
H -3.499 2.330 6.283
H -1.724 2.460 6.103
H -2.696 1.676 4.835
O 0.322 5.339 -6.075
C -0.555 4.605 -5.611
C 0.270 3.243 -4.851
O -0.591 2.486 -4.385
H -1.264 4.125 -6.307
H -1.201 4.999 -4.807
H 0.983 3.710 -4.146
H 0.933 2.847 -5.639
Mg 2.419 -1.529 2.101
C 4.069 -4.697 -2.841
C 2.601 -4.380 -3.220
C 2.373 -5.014 -4.597
O 2.445 -3.080 -3.325
H 4.782 -4.279 -3.575
H 4.331 -4.302 -1.856
H 4.231 -5.809 -2.800
H 1.963 -4.939 -2.505
H 3.066 -4.598 -5.352
H 1.357 -4.883 -4.973
H 2.554 -6.114 -4.520
Mg 4.483 -6.354 -4.805
*
```